No. 1
# C4H4CaO6

A structure of composition C4H4CaO6 (wB97M-V/def2-TZVPD, OMol25).

Total energy   -34934.2960 eV
HOMO   -8.0153 eV
LUMO level   -1.38 eV
HOMO-LUMO gap   6.63 eV

```
! wB97M-V def2-TZVPD RIJCOSX def2/J DEFGRID3
* xyz 0 1
C -1.71 1.51 1.23
O 1.01 -1.05 0.56
H 2.58 -0.26 -0.55
H -0.28 0.34 -2.00
C 0.56 0.26 -1.32
Ca -1.77 -0.99 1.58
O -0.71 -2.32 0.33
C 1.59 0.04 -0.19
H 1.79 0.92 0.44
O -2.02 0.89 2.33
C 0.34 -1.94 -0.23
O 0.48 -1.65 -1.46
O -1.57 2.72 1.09
O -1.40 0.64 0.23
H 1.12 0.87 -2.04
*
```

These are the Löwdin partial charges, in e, on atoms 1 to 5:
1 C -0.91
2 O -0.03
3 H 0.14
4 H 0.14
5 C 0.20



No. 2
# C4H4Cl12

A cluster of 4 separate species, C4H4Cl12 in total (wB97M-V/def2-TZVPD, OMol25).

Total energy   -154481.5101 eV
HOMO   -10.8790 eV
LUMO level   0.32 eV
HOMO-LUMO gap   11.20 eV
Structure (SMILES)   ClC(Cl)Cl.ClC(Cl)Cl.ClC(Cl)Cl.ClC(Cl)Cl

```
! wB97M-V def2-TZVPD RIJCOSX def2/J DEFGRID3
* xyz 0 1
Cl -14.91 -13.24 16.29
Cl -19.19 -9.56 16.07
Cl -20.13 -17.31 21.45
C -19.70 -11.36 19.33
H -19.50 -9.00 13.77
Cl -16.24 -14.05 18.76
H -20.50 -15.28 20.32
Cl -18.59 -11.67 20.65
Cl -20.35 -12.91 18.64
C -18.92 -8.57 14.57
Cl -17.80 -13.52 16.40
Cl -18.31 -15.09 21.28
H -16.44 -11.99 17.56
Cl -19.47 -6.94 14.88
H -19.17 -10.93 18.49
Cl -20.96 -10.25 19.85
C -16.38 -13.04 17.31
Cl -19.18 -16.49 18.86
C -19.67 -15.95 20.47
Cl -17.22 -8.60 14.15
*
```

These are the Löwdin partial charges, in e, on atoms 1 to 5:
1 Cl 0.50
2 Cl 0.48
3 Cl 0.54
4 C -1.52
5 H 0.02



No. 3
# C4H4ClF

An isolated molecule of C4H4ClF (wB97M-V/def2-TZVPD, OMol25).

Total energy   -19450.1560 eV
HOMO   -10.5983 eV
LUMO level   0.91 eV
HOMO-LUMO gap   11.50 eV
Structure (SMILES)   C#CC[C@@H](F)Cl

```
! wB97M-V def2-TZVPD RIJCOSX def2/J DEFGRID3
* xyz 0 1
C -1.25 -0.41 -0.06
H 0.41 -1.23 0.84
H 0.04 0.21 1.54
C 0.09 -0.23 0.56
Cl 2.74 -0.64 -0.21
C -2.35 -0.18 -0.42
C 1.24 0.40 -0.26
F 1.49 1.68 -0.03
H 0.90 0.36 -1.20
H -3.32 0.05 -0.75
*
```

These are the Löwdin partial charges, in e, on atoms 1 to 5:
1 C -0.12
2 H 0.08
3 H 0.12
4 C -0.19
5 Cl 0.60



No. 4
# C4H4ClIN2

An isolated molecule of C4H4ClIN2 (wB97M-V/def2-TZVPD, OMol25).

Total energy   -27810.4949 eV
HOMO   -7.6620 eV
LUMO level   -1.24 eV
HOMO-LUMO gap   6.42 eV

```
! wB97M-V def2-TZVPD RIJCOSX def2/J DEFGRID3
* xyz 0 1
C -0.75 -0.80 -1.30
C 1.70 0.74 0.18
Cl -0.35 -0.91 -2.93
H 1.49 1.77 0.55
N -0.55 0.13 0.96
I -0.50 0.79 2.96
H 2.52 0.35 0.84
H -2.61 -1.66 -0.76
H 2.20 0.82 -0.89
C -1.85 -0.93 -0.51
C 0.37 0.26 0.14
N -1.68 -0.56 0.76
*
```

These are the Löwdin partial charges, in e, on atoms 1 to 5:
1 C -0.56
2 C -0.11
3 Cl 0.62
4 H 0.08
5 N -0.56



No. 5
# C4H4ClN3

An isolated molecule of C4H4ClN3 (wB97M-V/def2-TZVPD, OMol25).

Total energy   -21202.6725 eV
HOMO   -8.8060 eV
LUMO level   0.01 eV
HOMO-LUMO gap   8.82 eV
Structure (SMILES)   Cl/C=C/n1ccnn1

```
! wB97M-V def2-TZVPD RIJCOSX def2/J DEFGRID3
* xyz 0 1
H 3.25 0.52 -0.24
C 2.30 0.10 -0.13
Cl -3.79 -0.18 -0.09
H -1.49 1.33 -0.15
C -2.13 -0.73 0.08
H -1.83 -1.73 0.18
N 1.88 -1.24 -0.03
N 0.60 -1.29 -0.03
C 1.18 0.91 -0.04
N 0.05 0.06 0.01
H 1.21 1.96 0.32
C -1.24 0.28 0.12
*
```

These are the Löwdin partial charges, in e, on atoms 1 to 5:
1 H 0.07
2 C -0.11
3 Cl 0.58
4 H 0.13
5 C -0.50



No. 6
# C4H4ClNOS

An isolated molecule of C4H4ClNOS (wB97M-V/def2-TZVPD, OMol25).

Total energy   -31105.5492 eV
HOMO   -8.4870 eV
LUMO level   0.37 eV
HOMO-LUMO gap   8.85 eV
Structure (SMILES)   Cn1oc(Cl)cc1=S

```
! wB97M-V def2-TZVPD RIJCOSX def2/J DEFGRID3
* xyz 0 1
S 1.98 1.06 -1.61
C 0.20 -1.56 -1.94
H -0.72 -1.79 -2.51
Cl -1.80 -0.11 2.38
N 0.04 -0.59 -0.94
O -0.93 -0.81 0.09
C 0.30 0.90 0.77
H 0.79 1.66 1.47
C 0.89 0.46 -0.55
C -0.67 0.08 1.07
H 0.58 -2.42 -1.42
H 1.01 -1.30 -2.60
*
```

These are the Löwdin partial charges, in e, on atoms 1 to 5:
1 S 0.62
2 C -0.05
3 H 0.12
4 Cl 0.74
5 N -0.16



No. 7
# C4H4ClNOS

A structure of composition C4H4ClNOS (wB97M-V/def2-TZVPD, OMol25).

Total energy   -31105.5316 eV
HOMO   -8.3905 eV
LUMO level   0.50 eV
HOMO-LUMO gap   8.89 eV

```
! wB97M-V def2-TZVPD RIJCOSX def2/J DEFGRID3
* xyz 0 1
N 0.18 0.39 1.17
H -2.21 1.54 -0.65
C 1.03 0.32 -0.01
C -1.04 0.59 0.88
Cl 2.56 1.04 0.15
C 1.37 -1.64 -0.06
H -2.01 -0.15 -1.02
O 0.53 -2.47 -0.21
S 0.13 0.78 -1.48
H -1.63 0.47 1.75
C -1.42 0.68 -0.62
H 2.50 -1.57 0.09
*
```

These are the Löwdin partial charges, in e, on atoms 1 to 5:
1 N -0.01
2 H 0.11
3 C -1.16
4 C -0.19
5 Cl 0.66



No. 8
# C4H4ClOP

An isolated molecule of C4H4ClOP (wB97M-V/def2-TZVPD, OMol25).

Total energy   -28070.5152 eV
HOMO   -8.8910 eV
LUMO level   -0.11 eV
HOMO-LUMO gap   8.78 eV
Structure (SMILES)   OC1=CC=P(Cl)=C1

```
! wB97M-V def2-TZVPD RIJCOSX def2/J DEFGRID3
* xyz 0 1
C -0.32 -0.50 1.06
O -1.84 1.23 0.47
C -0.11 0.44 -1.17
H 1.53 -0.58 -2.04
H -1.88 1.17 1.40
P 0.97 -1.56 0.18
H -0.61 -0.45 2.08
H -0.35 0.99 -2.07
C -0.82 0.38 0.16
Cl 2.58 -0.71 1.24
C 0.87 -0.43 -1.29
*
```

These are the Löwdin partial charges, in e, on atoms 1 to 5:
1 C -0.28
2 O 0.06
3 C -0.09
4 H 0.02
5 H 0.08



No. 9
# C4H4CuLiO3

A structure of composition C4H4CuLiO3 (wB97M-V/def2-TZVPD, OMol25).

Total energy   -55189.3796 eV
HOMO (spin up / spin down)   -10.9491 / -12.8790 eV
LUMO level (spin up / spin down)   -5.68 / -5.67 eV
HOMO-LUMO gap (spin up / spin down)   5.27 / 7.21 eV

```
! wB97M-V def2-TZVPD RIJCOSX def2/J DEFGRID3
* xyz 1 2
H -2.14 1.10 1.25
Cu 2.18 -4.26 -1.50
C -1.50 1.43 0.43
C 1.03 -0.42 -0.45
H -0.20 -1.51 0.91
O 1.46 0.50 0.37
H -0.90 0.43 -0.34
H 1.66 -0.60 -1.35
O 0.83 -2.80 -0.30
O -1.79 3.64 -0.64
C 0.58 -1.65 0.14
Li 0.54 1.52 1.54
C -1.74 2.64 -0.06
*
```

These are the Löwdin partial charges, in e, on atoms 1 to 5:
1 H 0.05
2 Cu 0.81
3 C -0.09
4 C -0.31
5 H 0.13



No. 10
# C4H4CuO12

A structure of composition C4H4CuO12 (wB97M-V/def2-TZVPD, OMol25).

Total energy   -73420.4107 eV
HOMO   2.1215 eV
LUMO level   7.70 eV
HOMO-LUMO gap   5.58 eV

```
! wB97M-V def2-TZVPD RIJCOSX def2/J DEFGRID3
* xyz -3 1
H -3.44 -1.99 0.67
H 1.25 -0.51 -4.35
H 2.70 3.08 2.23
O -1.73 0.30 1.72
O 0.30 -0.64 -4.29
O 1.66 -0.73 0.08
Cu -0.48 1.19 -0.40
O -0.81 0.15 -2.47
O 1.81 3.20 2.55
O 1.35 2.61 0.40
O 1.30 0.63 -2.77
O -2.89 -1.23 0.44
C 1.16 -1.78 0.44
O 1.66 -2.53 1.26
H -0.21 -2.95 0.17
C 0.24 0.07 -3.18
O -0.17 2.71 1.81
O 0.01 -2.08 -0.16
C 1.00 2.85 1.54
C -2.33 -0.81 1.65
O -2.37 -1.55 2.65
*
```

These are the Löwdin partial charges, in e, on atoms 1 to 5:
1 H 0.06
2 H 0.08
3 H 0.08
4 O -0.05
5 O 0.06



No. 11
# C4H4CuO5

A structure of composition C4H4CuO5 (wB97M-V/def2-TZVPD, OMol25).

Total energy   -59088.2292 eV
HOMO   -3.3706 eV
LUMO level   2.26 eV
HOMO-LUMO gap   5.63 eV

```
! wB97M-V def2-TZVPD RIJCOSX def2/J DEFGRID3
* xyz -1 1
O 0.29 -1.54 0.20
H -2.35 -0.58 1.06
C 3.75 -0.02 -0.60
C -1.62 0.35 -0.80
Cu 2.44 -2.01 0.59
O 4.56 0.80 -0.65
H -2.08 -0.55 -1.27
H -2.36 1.21 1.11
O -0.51 0.36 1.25
O -0.23 0.37 -0.98
C -1.81 0.33 0.74
O 1.62 0.27 0.39
H -2.06 1.24 -1.27
C 0.37 -0.22 0.23
*
```

These are the Löwdin partial charges, in e, on atoms 1 to 5:
1 O -0.18
2 H 0.10
3 C -0.01
4 C -0.22
5 Cu 0.50



No. 12
# C4H4F2O2

An isolated molecule of C4H4F2O2 (wB97M-V/def2-TZVPD, OMol25).

Total energy   -13738.3048 eV
HOMO (spin up / spin down)   -8.7593 / -9.1714 eV
LUMO level (spin up / spin down)   -1.36 / -0.35 eV
HOMO-LUMO gap (spin up / spin down)   7.40 / 8.82 eV

```
! wB97M-V def2-TZVPD RIJCOSX def2/J DEFGRID3
* xyz 0 1
F -1.50 -1.87 -1.04
H -2.88 -0.63 0.05
F -1.43 -1.55 1.07
H 1.37 -1.67 0.15
O -2.81 1.66 0.04
C -0.99 0.25 -0.16
H -0.97 2.53 -0.06
H 2.45 -0.11 0.00
C -1.82 -0.93 -0.05
C -1.58 1.60 -0.04
C 1.55 -0.66 0.13
O 0.44 0.18 -0.01
*
```

These are the Löwdin partial charges, in e, on atoms 1 to 5:
1 F 0.04
2 H 0.17
3 F 0.08
4 H 0.05
5 O 0.01



Repeat the first record exactly.
# C4H4CaO6

A structure of composition C4H4CaO6 (wB97M-V/def2-TZVPD, OMol25).

Total energy   -34934.2960 eV
HOMO   -8.0153 eV
LUMO level   -1.38 eV
HOMO-LUMO gap   6.63 eV

```
! wB97M-V def2-TZVPD RIJCOSX def2/J DEFGRID3
* xyz 0 1
C -1.71 1.51 1.23
O 1.01 -1.05 0.56
H 2.58 -0.26 -0.55
H -0.28 0.34 -2.00
C 0.56 0.26 -1.32
Ca -1.77 -0.99 1.58
O -0.71 -2.32 0.33
C 1.59 0.04 -0.19
H 1.79 0.92 0.44
O -2.02 0.89 2.33
C 0.34 -1.94 -0.23
O 0.48 -1.65 -1.46
O -1.57 2.72 1.09
O -1.40 0.64 0.23
H 1.12 0.87 -2.04
*
```

These are the Löwdin partial charges, in e, on atoms 1 to 5:
1 C -0.91
2 O -0.03
3 H 0.14
4 H 0.14
5 C 0.20



Question: What is the formula in the tenth record?
Answer: C4H4CuO12



Question: What is the total energy in the seventh record?
Answer: -31105.5316 eV